1.
{"formula": "C6H10OS", "method": "ωB97M-V/def2-TZVPD", "e_tot_ha": -707.88598, "orbital_gap_ev": 8.578, "de_lowest_ev": 4.471, "molar_mass_g_mol": 130.21, "species": ["S", "O", "C", "C", "C", "C", "C", "C", "H", "H", "H", "H", "H", "H", "H", "H", "H", "H"], "xyz": [[-1.703, -0.574, -0.197], [2.097, -0.933, 0.164], [1.104, 0.914, -0.636], [0.144, 0.111, 1.392], [-0.157, -1.304, -0.562], [-0.186, 1.744, -0.493], [0.860, -0.288, 0.109], [-0.814, 0.853, 0.490], [1.311, 0.518, -1.671], [2.195, 1.241, -0.305], [-0.699, 2.347, -1.370], [0.314, 2.619, 0.125], [-0.254, -2.274, 0.121], [3.131, -0.340, -0.335], [-1.644, 1.439, 1.025], [-0.333, -0.438, 2.133], [0.619, 0.907, 1.894], [0.122, -1.554, -1.587]], "atomic_forces_ev_per_a": [[-1.9, 1.1, -1.2], [5.4, 0.2, -1.1], [2.0, 1.0, -4.1], [0.9, 3.3, -2.2], [1.1, -2.2, 2.2], [3.6, 4.0, 0.4], [1.7, -4.2, 0.9], [-6.9, 1.3, 2.3], [-0.3, 0.7, 0.6], [-2.6, 0.6, -0.4], [0.8, -2.2, 1.7], [-1.6, -1.0, -0.8], [1.2, 1.6, -1.8], [-5.3, -2.3, 2.3], [1.1, -0.9, -0.3], [-0.7, -1.9, 0.6], [1.5, 0.8, 0.8], [-0.2, 0.2, 0.1]], "nbo_charge": [0.21, -0.71, -0.41, -0.46, -0.57, -0.45, 0.23, -0.33, 0.22, 0.21, 0.26, 0.21, 0.23, 0.46, 0.23, 0.24, 0.20, 0.23]}



2.
{"formula": "C6H10OS4", "method": "ωB97M-V/def2-TZVPD", "e_tot_ha": -1902.44031, "orbital_gap_ev": [6.864, 7.322], "de_lowest_ev": 3.278, "molar_mass_g_mol": 226.41, "species": ["S", "S", "S", "S", "O", "C", "C", "C", "C", "C", "C", "H", "H", "H", "H", "H", "H", "H", "H", "H", "H"], "xyz": [[-2.025, 0.195, -1.631], [1.979, -1.508, 1.372], [-3.269, -0.900, 1.068], [0.752, 0.956, -0.090], [-1.126, -2.788, -0.664], [1.410, -0.686, -0.133], [-0.844, 0.493, 0.825], [-0.992, -1.673, -0.421], [-1.677, -0.469, 0.081], [-1.520, 1.800, 1.124], [2.102, -0.982, -1.412], [-0.735, 0.913, -1.737], [3.053, -0.579, -1.527], [-0.942, 2.710, 1.300], [-0.325, 0.146, 1.645], [2.912, -2.349, 0.682], [-2.198, 1.807, 1.961], [1.953, -2.100, -1.519], [-3.882, -1.668, 0.126], [1.676, -0.366, -2.278], [-2.362, 2.128, 0.326]], "atomic_forces_ev_per_a": [[1.0, 1.0, -0.1], [1.1, -0.6, -1.7], [0.8, 0.3, -0.7], [-0.3, -0.7, 0.8], [-0.8, -1.8, -0.4], [-1.4, 0.5, -0.1], [1.2, 2.8, -1.3], [2.8, 2.1, 1.1], [-1.8, -1.1, -1.2], [-3.5, 2.1, -1.4], [-2.6, -0.9, -1.3], [-1.9, -1.2, 0.3], [2.6, -0.1, 0.6], [0.6, -0.5, -0.3], [0.2, -1.4, 2.2], [-1.2, 1.1, 1.0], [0.0, -0.7, 0.8], [0.8, 1.2, -0.7], [0.5, 0.3, 0.2], [-0.5, -1.3, 1.1], [2.3, -0.9, 1.1]], "nbo_charge": [-0.03, 0.00, -0.01, 0.26, -0.47, -0.40, -0.36, 0.63, -0.38, -0.66, -0.70, 0.18, 0.22, 0.24, 0.24, 0.15, 0.23, 0.23, 0.15, 0.23, 0.24]}



3.
{"formula": "C6H10S2", "method": "ωB97M-V/def2-TZVPD", "e_tot_ha": -1030.88819, "orbital_gap_ev": 9.277, "smiles": "C[C@]12CCS[C@@H]1[C@H]2S", "de_lowest_ev": 2.444, "molar_mass_g_mol": 146.28, "species": ["S", "S", "C", "C", "C", "C", "C", "C", "H", "H", "H", "H", "H", "H", "H", "H", "H", "H"], "xyz": [[-2.803, -0.318, 0.175], [1.731, -1.058, -0.587], [-0.012, -0.714, -0.303], [2.035, -0.052, 0.987], [0.729, 0.760, 1.358], [0.616, 1.726, -0.951], [-0.031, 0.758, 0.051], [-1.243, 0.118, -0.589], [0.094, 2.706, -0.857], [-1.463, 0.518, -1.587], [0.178, 0.266, 2.158], [2.891, 0.596, 0.831], [-2.326, -0.613, 1.393], [1.668, 1.838, -0.767], [-0.263, -1.309, 0.580], [1.018, 1.764, 1.698], [2.287, -0.734, 1.807], [0.500, 1.408, -1.975]], "atomic_forces_ev_per_a": [[0.0, 0.0, 0.0], [-0.1, 0.3, 0.1], [0.2, -0.3, 0.2], [-0.2, -0.4, 0.3], [0.1, 0.3, 0.1], [-1.0, 0.3, 0.4], [0.1, 0.2, -0.5], [-0.2, 0.2, -0.2], [0.5, -0.5, 0.0], [0.2, -0.2, 0.4], [0.1, 0.0, 0.0], [0.1, 0.1, -0.1], [0.1, 0.0, 0.0], [0.5, 0.2, 0.1], [-0.1, 0.1, -0.2], [-0.1, -0.2, 0.0], [0.0, 0.1, -0.3], [0.0, -0.2, -0.3]], "nbo_charge": [0.03, 0.20, -0.40, -0.51, -0.40, -0.61, -0.08, -0.30, 0.22, 0.25, 0.21, 0.22, 0.11, 0.21, 0.20, 0.22, 0.22, 0.22]}



4.
{"formula": "C6H11BN2O3", "method": "ωB97M-V/def2-TZVPD", "e_tot_ha": -595.11998, "orbital_gap_ev": [6.362, 7.474], "molar_mass_g_mol": 169.98, "species": ["O", "O", "O", "N", "N", "C", "C", "C", "C", "C", "C", "B", "H", "H", "H", "H", "H", "H", "H", "H", "H", "H", "H"], "xyz": [[-1.385, 4.006, 1.848], [0.043, -2.519, -0.282], [0.533, 2.544, 1.668], [-1.271, 0.903, -1.988], [-0.576, -0.078, -1.437], [0.867, -1.361, 0.060], [2.206, -1.468, -0.669], [0.217, -0.141, -0.402], [-0.649, -3.212, 0.769], [-1.342, 2.112, -1.483], [-1.032, 2.618, -0.281], [-0.598, 3.001, 1.101], [2.755, -2.399, -0.721], [0.811, 3.100, 2.377], [-1.685, -2.863, 0.817], [1.052, -1.141, 1.107], [2.108, -1.296, -1.676], [2.978, -0.964, -0.199], [-0.256, -3.179, 1.772], [-0.651, -0.840, -2.015], [-1.754, 2.855, -2.194], [-1.890, 4.624, 1.276], [-0.479, -4.303, 0.553]], "atomic_forces_ev_per_a": [[1.0, -0.8, -1.5], [0.7, 0.1, 1.3], [0.1, -0.8, -0.6], [-0.6, 0.1, -2.0], [1.2, 0.6, 2.8], [-0.5, -1.0, -0.9], [-0.2, -1.8, 1.0], [-0.7, 3.3, -0.5], [0.4, -1.1, -0.9], [-0.4, 1.5, 1.1], [1.1, -1.6, -0.2], [-1.9, 2.4, 0.9], [-1.0, -1.3, 0.7], [0.2, 0.6, 1.0], [0.0, -0.5, -0.2], [-0.2, -1.0, 0.5], [-0.2, 1.3, -2.4], [1.1, 2.3, 0.7], [0.7, 0.9, 0.4], [-0.4, -2.7, -1.7], [0.0, -0.5, 0.2], [0.4, -0.9, 0.5], [-1.0, 0.9, -0.2]], "nbo_charge": [-0.91, -0.57, -0.86, -0.28, -0.34, -0.04, -0.62, 0.16, -0.26, -0.13, -0.16, 0.98, 0.23, 0.50, 0.18, 0.22, 0.21, 0.23, 0.18, 0.39, 0.23, 0.49, 0.19]}